No. 1
16
Properties=species:S:1:pos:R:3:forces:R:3:lowdin_charge:R:1 method="wB97M-V/def2-TZVPD" multiplicity=1 e_lumo_ev=1.120 energy_ev=-7393.4918 homo_energy_ev=-9.63 homo_lumo_gap_ev=10.75
C -1.93165 -0.31869 0.11229 0.31 0.26 -0.14 -0.083
H -0.30127 -0.35164 1.52573 0.12 0.78 -0.87 0.147
C 0.52619 -0.86686 -0.38970 0.42 -0.14 -0.31 -0.186
H -0.23737 1.92760 1.04727 1.35 0.56 -2.03 0.137
O 1.61910 1.23766 0.08772 -1.12 -0.02 0.36 -0.160
H 0.58426 -1.92741 -0.13882 0.05 0.01 0.04 0.117
H 0.22696 -0.78937 -1.44405 0.11 -0.03 0.11 0.118
H 2.36909 -0.52981 0.73803 0.08 -0.25 -0.10 0.116
C 1.86699 -0.15330 -0.15599 0.16 -0.15 -0.01 -0.196
H -2.22029 -1.37387 0.25650 0.30 0.34 0.03 0.079
H -2.13584 -0.07413 -0.93483 0.00 0.02 0.06 0.073
H -0.06583 1.79358 -0.96483 -0.30 -0.26 2.02 0.143
C -0.44609 -0.07196 0.44225 0.50 0.73 -0.36 -0.341
C 0.21225 1.43140 0.09844 -2.23 -1.65 1.23 -0.149
H 2.53505 -0.21679 -1.01568 0.08 -0.17 0.05 0.115
H -2.60155 0.28360 0.73570 0.15 -0.02 -0.08 0.070



No. 2
82
Properties=species:S:1:pos:R:3:forces:R:3:mulliken_spin:R:1 method="wB97M-V/def2-TZVPD" s2=0.786 multiplicity=2 e_lumo_ev="-1.212 / -1.236" energy_ev=-232410.7352 homo_energy_ev="-7.09 / -6.49" homo_lumo_gap_ev="5.88 / 5.25"
H -1.18774 -3.76319 2.54365 -0.13 0.15 -0.05 0.000
C 2.70516 -1.14009 1.21195 0.32 -0.59 2.05 -0.001
H 1.15666 3.61701 1.61855 0.04 0.18 0.13 0.001
H 0.86816 -1.21629 4.07845 -0.06 0.05 0.01 0.000
H -4.18114 3.51611 0.88535 -0.06 0.02 0.15 0.000
H -3.30554 5.79131 1.03515 -0.01 0.02 0.00 0.000
C 3.91016 -2.25349 3.00035 -0.09 -0.12 0.41 -0.001
H 1.28946 0.63521 -4.33795 -0.01 0.01 0.12 -0.001
S -1.00964 2.69881 -3.47925 0.21 0.14 -0.47 0.001
C 1.36356 2.30891 -0.10145 0.47 0.05 0.10 0.004
H 5.47066 1.54561 -4.54375 0.13 0.06 -0.06 0.000
H -4.07954 0.06541 -0.58545 0.00 -0.08 -0.02 0.000
H -3.40074 -0.91869 1.85155 -0.05 0.04 -0.01 0.000
H 0.76266 -0.40989 1.73385 0.00 -0.01 0.00 0.008
H -4.78264 -0.88129 5.89165 -0.06 -0.01 0.10 0.000
H 4.64696 -2.04399 1.00985 0.11 -0.08 -0.01 -0.001
C -0.50344 -2.08779 -3.10355 0.51 -0.32 0.27 -0.013
H 4.65366 -0.26779 -0.23485 0.00 -0.07 -0.01 -0.001
C -2.68814 4.33221 -0.38665 -0.25 -0.26 0.02 0.000
C 1.40596 -3.29439 -2.44825 -0.80 0.65 -0.24 0.012
H 2.56996 4.03161 -0.61535 0.11 0.20 0.03 0.000
Cl 1.96036 -5.79439 -3.32415 0.08 -0.21 -0.07 -0.001
C -4.18654 -0.79189 3.84175 0.05 -0.05 0.11 0.000
N -0.08444 -3.14519 0.54495 0.21 -0.06 0.11 -0.002
C 1.63536 -0.93749 2.10185 0.23 0.24 -0.80 -0.003
H -1.80754 -3.69829 4.67425 0.08 -0.04 0.02 0.000
N 2.59336 -0.67179 -0.06845 1.55 1.45 -3.70 -0.010
C -3.53664 2.10821 -0.65115 0.19 0.49 0.10 -0.001
Cl 2.89526 -3.44549 -1.58765 0.48 -0.09 0.38 -0.001
C -2.48384 -2.33269 3.15945 -0.23 0.19 0.20 0.001
H -4.53654 0.99661 0.86455 -0.05 -0.03 0.10 0.000
C -1.95734 2.84901 -2.13705 0.75 0.90 -0.56 0.002
H 5.70006 0.65641 -2.23605 0.20 0.03 0.04 0.000
H 0.22966 2.11271 1.72425 -0.07 -0.07 0.09 -0.001
C 3.68816 -0.29569 -0.73625 -2.32 -1.18 3.35 -0.012
C -0.95084 -3.13099 -3.89865 0.07 0.08 0.02 -0.013
H 3.20506 1.54561 -5.60595 -0.04 0.04 -0.19 0.000
C -3.36444 -1.30339 2.85455 -0.04 -0.04 -0.12 0.000
Mn 0.72086 -0.29479 -1.36665 2.71 -2.38 -0.30 1.091
C 3.35206 1.15241 -4.61655 0.86 -0.01 0.44 -0.006
H -2.68314 6.46801 -0.48225 -0.03 0.01 -0.01 0.000
C 1.69586 -1.37789 3.40285 0.24 -0.12 0.41 -0.002
Cl -2.41444 -2.99199 -4.78705 -0.12 -0.01 -0.09 -0.001
C 1.00426 -4.36779 -3.24135 -0.11 -0.02 -0.03 -0.013
C -1.04974 -2.39539 1.10575 0.11 0.26 -0.56 -0.007
N -2.77314 1.89011 -1.68915 -0.49 -0.65 0.31 -0.001
Cl -0.72174 -5.62729 -4.89895 -0.04 -0.15 -0.12 0.002
H -3.28514 -2.77299 6.41955 0.05 -0.06 0.05 0.000
H 2.28066 1.85611 0.33115 0.01 0.24 0.10 -0.003
C -3.29944 -2.35849 5.42235 -0.04 0.07 0.00 0.000
H 2.24236 2.93921 -1.97145 0.03 0.03 -0.10 -0.004
S -1.47764 -0.95589 0.36335 0.44 0.39 -0.37 0.002
N -1.91834 4.06761 -1.46505 -0.25 -0.15 0.36 0.000
C 2.84186 -2.02149 3.85435 -0.14 -0.06 0.10 0.000
C -2.55954 5.67341 0.25415 0.08 -0.01 -0.01 0.000
C 3.61616 0.17341 -2.05545 -0.65 1.01 -3.02 -0.013
C -4.44944 1.01721 -0.21895 -0.04 -0.12 -0.01 0.001
O 0.63786 1.33251 -0.72535 -1.79 2.53 0.77 0.025
H -4.86704 0.00971 3.59455 -0.05 0.07 0.00 0.000
C 4.74916 0.67171 -2.74235 -0.64 -0.67 1.17 -0.006
C 1.81596 3.40331 -1.08395 -0.01 -0.37 0.34 0.011
H -1.27694 4.76471 -1.82775 -0.11 -0.23 -0.02 0.000
N 2.39146 0.17611 -2.67115 0.22 -0.19 1.60 -0.025
C -3.53394 3.34891 0.04295 0.17 0.12 -0.12 0.000
C 3.84116 -1.82229 1.69345 -0.52 0.31 -0.58 -0.001
H 0.38926 -3.87479 1.05655 -0.04 0.04 -0.02 0.000
N -1.60494 -2.89559 2.22445 0.43 -0.80 0.21 0.000
C -0.18954 -4.29809 -3.95635 0.07 0.18 0.14 0.016
C 2.28436 0.64871 -3.90385 -0.39 -0.05 -0.17 0.005
Cl -1.36444 -0.58109 -3.03665 0.00 0.08 -0.05 -0.002
H -5.44044 1.19101 -0.63805 -0.10 0.02 -0.01 0.000
C 4.61736 1.15871 -4.01185 -0.74 0.18 -0.80 -0.003
H -0.33084 3.40861 0.66805 -0.13 0.06 -0.06 0.002
H -1.56974 5.78341 0.70095 0.03 -0.02 0.00 0.000
H 0.97646 4.02251 -1.39435 -0.09 0.01 -0.09 0.002
C 0.65606 -2.11819 -2.31005 -0.63 -0.89 -0.62 -0.036
C -4.14644 -1.30119 5.12775 -0.13 0.06 0.06 0.000
H 0.41186 -2.71609 -0.23715 -0.21 -0.23 0.14 0.004
C 0.55276 2.90831 1.05715 0.38 -0.24 -0.26 -0.003
H 4.77656 -2.78999 3.35595 0.07 -0.01 0.01 0.000
C -2.47094 -2.87459 4.44395 0.00 0.05 -0.06 0.000
Br 2.90886 -2.61679 5.66855 0.04 0.08 -0.36 0.000



No. 3
10
Properties=species:S:1:pos:R:3:forces:R:3:lowdin_charge:R:1 method="wB97M-V/def2-TZVPD" multiplicity=1 e_lumo_ev=-0.210 energy_ev=-29941.7057 homo_energy_ev=-8.44 homo_lumo_gap_ev=8.23
C -0.07071 2.59533 0.93173 -0.23 -1.41 -0.18 0.123
O 0.91650 -1.54119 -0.83211 0.64 -1.71 -0.44 -0.360
S -0.31696 -2.61017 -0.39205 -1.24 1.55 -1.13 0.790
H -0.08611 3.63699 0.75329 0.07 0.35 0.36 0.025
C -0.16695 1.38773 0.88667 -0.64 1.42 -0.21 -0.192
C -0.20041 0.03491 0.46532 4.49 0.23 -2.23 -0.650
S -0.93682 -1.31816 1.26090 0.20 -0.50 -0.48 0.749
O -1.34908 -2.46054 -1.42898 1.21 -0.51 1.21 -0.476
H 1.36580 0.53650 -1.15221 -0.79 -1.71 1.42 0.174
C 0.84474 -0.26140 -0.49256 -3.72 2.30 1.67 -0.185



No. 4
23
Properties=species:S:1:pos:R:3:forces:R:3:lowdin_charge:R:1 method="wB97M-V/def2-TZVPD" multiplicity=1 e_lumo_ev=3.092 energy_ev=-15656.1201 homo_energy_ev=-4.70 charge=-1 homo_lumo_gap_ev=7.79
C -1.01114 -0.06793 -0.30731 -0.54 -0.10 -0.03 -0.343
H 0.60139 1.35537 4.05549 0.04 0.12 -0.21 0.067
H -2.97192 -0.63497 0.42748 0.03 0.33 -0.41 0.107
H 0.97213 0.48216 -0.69218 0.27 0.04 0.25 0.110
C -0.41518 1.47312 3.67736 -0.41 0.15 0.07 -0.080
H -2.67546 0.42314 2.62252 -0.01 -0.28 0.06 0.101
H 1.02110 -2.59442 -2.76002 0.11 -0.18 -0.03 0.066
H -1.06838 1.01993 4.42495 -0.07 -0.27 -0.12 0.062
C 0.42404 0.93712 1.36725 -0.44 -0.26 -0.33 -0.058
C 0.23141 0.41619 0.09836 0.06 0.48 -0.56 -0.020
O 2.24274 -0.57329 -4.67464 -0.21 -0.06 -0.06 -0.066
O -1.25739 -0.43651 -1.57296 0.46 0.08 0.88 0.028
H -0.42679 -0.26406 -2.12236 -0.48 -0.38 -1.07 0.045
C -0.61906 0.90236 2.28842 0.35 0.29 0.91 -0.313
C -2.04003 -0.11564 0.63336 -0.36 -0.42 0.72 -0.024
H 2.76203 -2.31132 -2.99852 0.15 -0.04 0.12 0.052
H -0.69788 2.52811 3.69304 0.29 0.18 0.02 0.069
O 0.33447 -0.18127 -3.55436 0.02 0.17 0.30 -0.092
H 1.36087 1.42778 1.60407 0.06 -0.18 0.15 0.106
H 1.82508 -1.54176 -1.66391 0.16 0.34 -0.24 0.048
C 1.43595 -0.76918 -3.75258 0.67 0.25 0.36 -0.753
C 1.82250 -1.84997 -2.71572 -0.62 -0.36 -0.13 -0.041
C -1.85048 0.37504 1.92227 0.48 0.10 -0.64 -0.071



No. 5
33
Properties=species:S:1:pos:R:3:forces:R:3:lowdin_charge:R:1 method="wB97M-V/def2-TZVPD" multiplicity=1 e_lumo_ev=-2.135 energy_ev=-32781.4961 homo_energy_ev=-9.53 homo_lumo_gap_ev=7.40
C 0.49851 1.28212 -0.05051 0.24 -0.76 1.11 0.133
O -0.24045 1.47807 3.39684 0.53 -0.12 -1.75 0.090
C 0.62492 -3.01921 -0.03835 -1.14 0.56 -0.14 -0.348
O 0.83348 -0.05615 2.28863 -0.71 1.77 -0.36 0.058
H -0.07958 -4.85564 0.83093 0.06 0.01 -0.13 0.118
O 0.62691 2.98368 -3.29283 0.08 -1.34 1.11 0.114
N -0.80029 5.17038 0.48503 0.34 2.37 -5.97 -0.160
C -0.29063 3.21570 1.18891 -0.78 0.82 2.27 -0.132
O 1.22976 0.78902 -2.98310 -0.59 2.14 -0.35 0.049
H -1.81504 -1.75041 0.93619 -0.06 0.01 -0.20 0.114
N -0.03060 -1.92266 -0.03669 2.16 -0.20 -0.07 0.064
C 0.07359 3.39699 -1.21942 -0.14 1.79 -2.29 -0.119
H -1.89362 -1.60520 -0.82724 -0.04 -0.04 0.21 0.111
N 0.79685 1.88004 -2.53924 1.30 -5.64 1.69 -0.165
C -0.32066 3.96926 0.02871 -0.88 1.62 1.51 -0.029
H 2.51446 -2.57369 0.82379 -0.01 0.08 -0.09 0.085
H 0.79945 0.24606 -0.09449 0.00 -0.34 0.10 0.106
O -0.98510 6.17485 -0.26926 0.05 -1.51 2.27 0.036
N 0.25794 1.04485 2.34964 0.19 -1.79 2.19 -0.314
C -1.41918 -2.15848 -0.00489 -1.79 0.23 0.06 -0.237
C -1.67360 -3.67465 -0.11363 -0.16 -0.18 -0.08 -0.155
C 0.45419 2.06165 -1.21688 0.03 1.77 -2.14 -0.083
C 2.10105 -3.09396 -0.04175 0.52 -0.18 0.05 -0.023
O -1.05614 5.17548 1.80389 0.47 -0.23 -1.73 0.118
H 2.44045 -4.12956 -0.00382 -0.01 0.02 0.00 0.077
C 0.15566 1.84079 1.15254 0.24 -0.19 -1.16 -0.049
H -2.16038 -3.92670 -1.06336 0.07 0.06 0.24 0.105
C -0.25545 -4.24385 -0.06175 0.14 -0.56 0.07 -0.133
N 0.17283 3.90138 -2.45736 -1.22 2.95 2.12 0.134
H -2.30968 -4.05388 0.69764 0.20 0.14 -0.26 0.107
H 2.50373 -2.64688 -0.95103 0.02 0.09 0.04 0.086
H -0.01970 -4.86528 -0.93464 0.05 0.02 0.19 0.118
N -0.73367 3.96588 2.21749 0.84 -3.38 1.48 0.127



No. 6
14
Properties=species:S:1:pos:R:3:forces:R:3:lowdin_charge:R:1 method="wB97M-V/def2-TZVPD" multiplicity=1 e_lumo_ev=1.103 energy_ev=-7361.0703 homo_energy_ev=-9.77 homo_lumo_gap_ev=10.87
C 0.52382 0.00138 0.54895 0.13 -0.10 -0.01 -0.272
C -0.60878 0.99334 0.13218 -0.02 0.21 -0.02 -0.132
H 0.25628 -1.21300 -1.21068 -0.14 -0.04 0.12 0.106
O 2.38974 -0.23003 -0.92973 -0.09 0.29 0.44 0.046
H -2.18832 -0.49632 0.52079 0.11 0.08 -0.09 0.104
C 1.90824 0.31455 0.03771 0.06 -0.13 -0.26 -0.226
H -2.00806 -0.16057 -1.21567 0.07 -0.01 0.17 0.100
H 0.52980 -0.14816 1.63633 0.11 0.04 -0.20 0.144
H -1.00281 1.66103 0.90408 0.12 -0.12 -0.12 0.102
H -0.32039 1.59252 -0.73744 -0.03 -0.09 0.11 0.112
C -1.47441 -0.22505 -0.26300 -0.18 -0.02 -0.05 -0.169
H 2.48593 1.10508 0.56277 -0.14 -0.06 0.02 0.125
H -0.28148 -2.08949 0.24149 0.00 0.14 -0.05 0.108
C -0.20955 -1.10528 -0.22776 0.01 -0.20 -0.05 -0.147